#w
This record from the OMol25 dataset describes a structure of composition C2H4O2S2. The level of theory is the ωB97M-V functional and the def2-TZVPD basis.

Highest occupied orbital energy (Eh): -0.36777
Gap between HOMO and LUMO (hartree): 0.3598
2S+1: 1
Net charge: 0

XYZ file:
```
10
Properties=species:S:1:pos:R:3:mulliken_charge:R:1
C -0.92 0.78 -0.33 -0.59
C -0.56 -0.66 0.35 -0.48
O 2.04 -0.76 1.08 -0.59
O 1.49 -0.76 -1.34 -0.53
S 0.65 1.74 0.16 -0.09
S 1.21 -0.31 -0.02 0.95
H -0.83 0.67 -1.35 0.30
H -1.64 1.50 0.01 0.37
H -0.49 -0.61 1.47 0.28
H -0.94 -1.59 -0.03 0.37
```


#x
This record from the OMol25 dataset describes the molecule C2H4O2S2. The level of theory is the ωB97M-V functional and the def2-TZVPD basis.

Highest occupied orbital energy (spin up / spin down) (Eh): -0.35280 / -0.35285
Structure (SMILES): O=S(=O)=CCS
Gap between HOMO and LUMO (spin up / spin down) (hartree): 0.2922 / 0.2922
2S+1: 1
Net charge: 0

XYZ file:
```
10
Properties=species:S:1:pos:R:3:mulliken_charge:R:1
O -0.67 3.40 2.22 -0.48
S -0.92 1.96 1.90 0.85
O -2.16 1.38 2.41 -0.47
C -0.32 1.36 0.38 -0.17
C -0.40 -0.05 0.08 -0.64
S 1.09 -1.01 0.67 -0.12
H 0.73 1.62 0.13 0.21
H -1.25 -0.67 0.41 0.37
H -0.32 -0.05 -0.96 0.35
H 1.84 -0.01 0.09 0.11
```


Which structure wins on stability? #w wins.


#w
This record from the OMol25 dataset describes a cluster of 2 separate species, C4H14N3O in total. The level of theory is the ωB97M-V functional and the def2-TZVPD basis.

Highest occupied orbital energy (Eh): -0.48054
Gap between HOMO and LUMO (hartree): 0.3803
2S+1: 1
Net charge: +1

XYZ file:
```
22
Properties=species:S:1:pos:R:3:mulliken_charge:R:1
C -0.76 0.82 1.65 -0.64
C 0.43 -0.15 1.68 -0.65
C 0.67 -0.90 0.39 -0.69
N 2.44 -1.34 -1.86 -0.42
C 1.64 -0.22 -1.71 -0.10
N 0.95 0.08 -0.69 -0.35
N -0.97 1.53 0.33 -0.15
H -0.49 1.56 2.39 0.31
H -1.70 0.47 2.06 0.36
H 1.33 0.38 1.99 0.34
H 0.29 -0.87 2.50 0.37
H 1.51 -1.57 0.55 0.40
H -0.13 -1.50 -0.01 0.26
H 2.25 -1.94 -2.64 0.21
H 2.95 -1.73 -1.09 0.24
H 1.64 0.44 -2.55 0.38
H -0.21 1.14 -0.32 0.40
H -0.67 2.48 0.54 0.39
H -1.96 1.47 0.07 0.35
H -3.45 -0.61 -0.67 0.29
H -2.97 0.36 -1.76 0.30
O -2.79 0.09 -0.85 -0.60
```


#x
This record from the OMol25 dataset describes a cluster of 2 separate species, C4H14N3O in total. The level of theory is the ωB97M-V functional and the def2-TZVPD basis.

Highest occupied orbital energy (Eh): -0.44460
Gap between HOMO and LUMO (hartree): 0.3166
2S+1: 1
Net charge: +1

XYZ file:
```
22
Properties=species:S:1:pos:R:3:mulliken_charge:R:1
C -0.89 0.20 1.45 -0.52
C -0.92 -0.95 0.47 -0.71
C 0.09 -0.92 -0.68 -0.25
N -1.60 1.11 -3.29 -0.65
C -1.50 0.32 -2.32 0.23
N -0.25 0.05 -1.72 -0.33
N 0.42 0.15 2.22 -0.22
H -1.70 0.02 2.17 0.32
H -1.12 1.21 1.08 0.34
H -0.81 -1.90 1.04 0.35
H -1.90 -1.03 -0.03 0.33
H 1.04 -0.60 -0.25 0.15
H 0.15 -1.94 -1.17 0.26
H -0.76 1.44 -3.76 0.22
H -2.30 -0.14 -1.74 0.28
H 0.57 0.14 -2.28 0.23
H 1.28 -0.09 1.69 0.24
H 0.55 1.13 2.50 0.36
H 0.35 -0.34 3.11 0.39
H 2.81 1.37 0.15 0.33
H 3.62 0.11 0.52 0.32
O 2.88 0.66 0.81 -0.67
```


Which structure wins on stability? #w wins.


#w
This record from the OMol25 dataset describes a cluster of 2 separate species, C2H7NO in total. The level of theory is the ωB97M-V functional and the def2-TZVPD basis.

Highest occupied orbital energy (spin up / spin down) (Eh): -0.60252 / -0.60163
Expectation value of S²: 0.76
Gap between HOMO and LUMO (spin up / spin down) (hartree): 0.4064 / 0.2252
2S+1: 2
Net charge: +1

XYZ file:
```
11
Properties=species:S:1:pos:R:3:mulliken_charge:R:1
C 1.02 -1.34 1.84 -0.75
H 1.76 -2.08 1.54 0.27
H 1.32 -0.98 2.82 0.30
H 0.01 -1.90 1.83 0.24
H 0.90 -0.42 1.18 -0.01
C -0.27 0.94 -0.64 0.26
N 0.23 -0.24 -1.14 -0.34
O -1.42 1.13 -0.39 -0.03
H 0.41 1.75 -0.38 0.42
H 1.18 -0.22 -1.70 0.33
H -0.36 -1.10 -1.36 0.31
```


#x
This record from the OMol25 dataset describes a cluster of 2 separate species, C2H7NO in total. The level of theory is the ωB97M-V functional and the def2-TZVPD basis.

Highest occupied orbital energy (spin up / spin down) (Eh): -0.50377 / -0.50377
Expectation value of S²: 0.77
Gap between HOMO and LUMO (spin up / spin down) (hartree): 0.3348 / 0.2006
2S+1: 2
Net charge: +1

XYZ file:
```
11
Properties=species:S:1:pos:R:3:mulliken_charge:R:1
O 4.34 -1.87 1.17 -0.65
H 3.61 -2.40 0.80 0.31
C -1.54 0.38 -0.11 0.36
C -0.77 1.40 0.16 -0.64
N -2.74 0.42 -0.79 -0.30
H -1.08 -0.69 -0.10 0.29
H -0.81 2.24 -0.54 0.31
H 0.23 1.32 0.57 0.33
H -3.10 1.43 -0.80 0.33
H 5.01 -1.72 0.44 0.34
H -3.15 -0.52 -0.81 0.32
```


Which structure wins on stability? #x wins.